Entry 1:
59
Properties=species:S:1:pos:R:3:forces:R:3 method="wB97M-V/def2-TZVPD" total_charge=+1 spin_multiplicity=1 energy_ha=-3552.80284 mol_weight_g_mol=553.2
C 4.3441 -1.5321 2.0106 0.21 -0.17 -0.22
C 4.3054 -1.4014 0.4893 -0.26 0.73 0.37
C 2.9344 -1.0110 -0.0571 0.24 -0.11 -0.07
O 2.1806 -0.2908 0.9347 0.00 0.25 -0.12
C 0.8914 -0.0291 0.5078 0.12 -1.12 0.22
N 0.4995 1.3459 0.8541 -0.23 0.56 -0.19
C -0.3935 2.2320 0.3284 -0.04 -0.61 -0.38
N -1.2283 2.0210 -0.7067 -0.02 0.33 -0.53
C -2.0892 3.1415 -1.0778 -0.57 -0.16 -0.16
O -3.1164 3.3470 -0.1417 0.17 0.89 -0.07
O -4.3278 2.7838 -0.6171 -0.11 -0.83 -0.08
C -1.3545 0.7954 -1.4396 -0.41 -0.70 -0.12
O -1.7997 -0.2281 -0.5683 0.30 0.16 -0.03
C -1.7168 -1.4980 -1.1642 0.26 -0.52 -0.01
O -2.9468 -2.1370 -1.1105 0.06 0.17 0.14
C -2.8178 -3.5554 -1.1513 -0.50 -0.13 -0.19
C -3.8143 -4.1721 -2.1577 0.57 0.45 0.38
O -4.0140 -3.3114 -3.2547 -0.32 -0.11 -0.18
N -0.3724 3.3956 0.9738 0.25 0.53 0.53
C 0.5205 3.2629 1.9529 0.07 -0.44 -1.04
P 1.0154 4.5267 3.2063 -0.37 0.31 0.86
O -0.0506 4.7732 4.1821 -0.33 -0.04 0.02
N 1.0414 2.0400 1.9000 0.68 0.58 1.41
O 1.9652 1.5967 2.7965 -0.23 -0.10 -0.55
C 1.3556 1.0655 3.9963 -0.17 -0.93 1.06
C 0.7620 -0.3215 3.8152 0.54 0.57 -0.26
H 4.0789 -0.6023 2.5061 -0.13 0.08 -0.05
H 3.6764 -2.3205 2.3526 0.03 -0.07 0.15
H 5.3667 -1.7602 2.3027 -0.02 -0.21 0.14
H 4.6234 -2.3248 0.0143 0.05 -0.06 -0.08
H 5.0009 -0.6134 0.2044 0.19 -0.08 -0.06
H 3.0678 -0.3491 -0.9169 -0.15 -0.12 -0.18
H 2.3737 -1.8995 -0.3610 -0.11 -0.01 0.03
H 0.8252 -0.1817 -0.5642 -0.19 0.47 -0.15
H 0.1782 -0.7124 0.9728 -0.05 0.08 0.13
H -2.5597 2.9269 -2.0320 0.20 -0.29 -0.14
H -1.5116 4.0501 -1.2186 0.10 0.11 0.53
H -4.6457 3.3777 -1.3148 0.12 0.37 0.23
H -0.4269 0.5174 -1.9506 0.16 0.02 0.18
H -2.0975 0.9070 -2.2280 -0.04 0.42 -0.02
H -0.9619 -2.0846 -0.6189 -0.02 -0.01 0.09
H -1.3903 -1.4295 -2.2096 0.07 0.24 0.12
H -1.8193 -3.8577 -1.4758 0.19 0.16 0.16
H -3.0178 -3.9183 -0.1428 0.19 -0.31 0.01
H -4.7684 -4.3510 -1.6732 -0.21 0.12 -0.20
H -3.3915 -5.1269 -2.4788 -0.15 -0.18 0.05
H -3.1607 -3.0851 -3.6339 -0.03 -0.14 -0.01
H 1.4267 5.6530 2.4713 0.09 -0.34 -0.32
H 2.1649 3.9791 3.7978 0.19 -0.04 -0.52
H 0.6508 1.7604 4.4583 -0.06 0.28 -0.42
H 2.1841 0.9673 4.6937 0.30 0.28 -0.19
H 0.4776 -0.7084 4.7891 -0.32 0.05 0.02
H 1.5523 -0.9651 3.4351 -0.15 -0.16 -0.23
H -0.0833 -0.2753 3.1325 -0.20 -0.32 0.13
C 0.0857 -0.8829 -5.3719 0.08 -0.02 -0.10
Cl -1.3462 -1.6937 -4.7122 -0.03 0.07 -0.25
Cl 0.3339 -1.3794 -7.0368 -0.01 0.02 0.09
Cl -0.1568 0.8668 -5.2959 -0.01 0.00 0.04
Cl 1.4967 -1.3230 -4.3960 -0.01 0.01 0.05



Entry 2:
17
Properties=species:S:1:pos:R:3:forces:R:3 method="wB97M-V/def2-TZVPD" de_lowest_ev=3.262 total_charge=-1 spin_multiplicity=1 mol_weight_g_mol=117.1
N 0.7280 -1.6968 0.2730 3.33 -0.92 -0.27
C 1.5112 -0.6722 0.9046 -4.26 0.34 3.40
C 0.5576 0.5904 1.3446 1.71 1.88 -0.12
O 0.6358 0.9976 2.5176 -0.75 -0.95 -1.58
N -0.0490 1.4111 0.3388 1.47 -2.49 0.73
C -0.2209 0.8903 -1.0071 1.49 0.05 -1.59
C -1.5933 0.0214 -1.1879 0.06 0.99 2.04
O -1.9154 -0.8099 -0.1756 0.43 0.50 -0.69
H 0.1315 -1.4999 -0.4673 -1.06 1.20 -1.24
H 0.1907 -2.2645 0.8403 -1.03 -0.83 1.79
H 1.8311 -0.9759 1.9604 -0.28 0.04 -1.58
H 2.3575 -0.3927 0.3863 1.66 0.86 -1.39
H -0.8965 1.8362 0.6356 -0.59 0.45 0.72
H 0.8530 0.3067 -1.3249 -3.02 1.65 0.66
H -0.3618 1.8499 -1.6672 0.59 -1.81 0.72
H -2.3640 0.9192 -1.2495 0.75 -1.16 -0.66
H -1.3956 -0.5109 -2.1217 -0.50 0.20 -0.95



Entry 3:
43
Properties=species:S:1:pos:R:3:forces:R:3 method="wB97M-V/def2-TZVPD" de_lowest_ev=0.000 total_charge=+1 spin_multiplicity=1 mol_weight_g_mol=738.0
W 0.0779 -0.5831 0.5756 0.02 -0.47 0.77
N -0.0588 -2.0712 4.5663 -0.19 -0.14 -0.05
C 0.1464 -1.0119 3.7942 0.13 -0.08 -0.02
N -0.0899 -1.3726 2.5405 -0.05 0.17 0.09
C -0.4631 -2.6787 2.6339 -0.27 -0.53 -0.60
N -0.4677 -3.1514 3.8463 0.19 0.34 0.21
C -0.7888 -3.3903 1.3820 0.11 0.22 0.41
C -1.1901 -4.7074 1.3144 -0.05 -0.10 -0.27
N -1.4205 -5.2922 0.1374 0.00 -0.10 0.25
C -1.2527 -4.5661 -0.9514 0.07 0.34 -0.21
C -0.8723 -3.2216 -0.9025 -0.09 -0.35 0.11
N -0.6377 -2.6437 0.2692 0.04 0.28 0.03
H 0.0405 -2.1432 5.5675 -0.02 -0.01 0.00
H 0.4665 -0.0417 4.1364 0.00 0.00 -0.03
H -1.3231 -5.2969 2.2120 0.01 0.00 0.00
H -1.4288 -5.0377 -1.9101 -0.02 -0.05 0.03
H -0.7607 -2.6128 -1.7876 0.01 0.00 -0.02
Cl 0.4152 0.3915 -1.9234 0.13 0.05 -0.04
C 2.1722 0.3077 -1.8837 -0.21 0.07 -0.18
C 2.9357 0.8166 -2.9096 0.10 -0.07 0.11
C 4.3163 0.7150 -2.7783 0.02 0.00 -0.01
C 4.8846 0.1263 -1.6567 -0.07 0.01 -0.02
C 4.0802 -0.3783 -0.6463 0.20 -0.07 0.03
Cl 4.7949 -1.1144 0.7449 -0.08 0.04 -0.06
C 2.6958 -0.2985 -0.7435 -0.33 -0.22 0.29
N 1.7871 -0.7467 0.2048 0.48 0.40 -0.44
H 2.4769 1.2752 -3.7734 0.01 0.01 0.00
H 4.9580 1.1002 -3.5583 -0.01 0.01 0.00
H 5.9582 0.0551 -1.5555 0.00 0.00 -0.02
I -3.6264 6.6531 -2.1597 -0.06 0.14 -0.07
C -2.9022 4.9307 -1.2704 0.06 -0.14 0.07
C -1.8180 5.0124 -0.4016 -0.02 -0.04 0.00
C -1.3368 3.8598 0.1921 -0.01 0.06 -0.02
C -1.9345 2.6334 -0.0884 -0.08 0.04 0.24
C -3.0194 2.5573 -0.9582 -0.03 0.03 -0.03
C -3.5058 3.7081 -1.5509 0.02 0.01 0.01
C -1.3926 1.4185 0.5191 -0.32 -0.24 -0.15
O -1.8415 0.2493 0.1827 0.14 0.35 -0.21
O -0.4010 1.4221 1.3108 0.15 0.06 -0.24
H -1.3575 5.9679 -0.1941 0.00 0.00 0.00
H -0.4935 3.9005 0.8680 0.00 -0.01 0.00
H -3.4752 1.5992 -1.1673 0.01 -0.01 0.02
H -4.3478 3.6603 -2.2269 0.00 0.00 0.00